(1)
ORCA calculation (ωB97M-V/def2-TZVPD) on a 2-piece molecular cluster, CCl4OS overall.

Calculated values
SMILES   O=C(Cl)Cl.ClSCl
Calculated total energy   -2352.28517 hartree
Spin multiplicity   1
HOMO level   -9.455 eV

Last column: Löwdin charge in e.
Positions of all 7 atoms, in Å:
O: 0.817 -0.179 -0.701  0.032
C: 1.526 -0.620 0.068  -1.326
Cl: 3.220 -0.257 0.136  0.657
Cl: 1.075 -1.960 1.095  0.636
Cl: -3.660 -0.834 -0.696  0.031
S: -3.752 0.607 0.739  -0.050
Cl: -5.652 1.354 0.447  0.020

Cartesian forces (eV/Å) of the 3 atoms listed first:
O -2.70 2.08 -2.51
C 2.33 -2.30 1.76
Cl 0.30 0.19 0.33



(2)
ORCA calculation (ωB97M-V/def2-TZVPD) on a 2-piece molecular cluster, CHF3O2P overall.

Calculated values
Net charge   -1
Calculated total energy   -830.27655 hartree
Spin multiplicity   1
HOMO level   -4.564 eV

Last column: Löwdin charge in e.
Positions of all 8 atoms, in Å:
C: -1.174 0.293 -0.102  -0.497
O: 3.938 -0.024 -0.089  -0.606
O: 1.504 -0.431 -0.143  -0.597
F: -1.361 1.192 -1.088  0.066
F: -1.439 0.944 1.048  0.064
F: -2.141 -0.627 -0.244  0.071
P: 2.594 0.613 0.036  0.432
H: -0.115 -0.111 -0.112  0.067

Cartesian forces (eV/Å) of the 3 atoms listed first:
C 0.83 0.00 0.04
O 0.62 0.65 0.11
O 0.04 0.62 0.14



(3)
ORCA calculation (ωB97M-V/def2-TZVPD) on C23H26O5S5Ta as an isolated structure.

Calculated values
Net charge   +1
Calculated total energy   -3316.12496 hartree
Spin multiplicity   1
HOMO level   -10.404 eV

Last column: Löwdin charge in e.
Positions of all 60 atoms, in Å:
Ta: -0.283 0.240 0.355  1.592
C: 3.792 -0.376 -1.936  -0.007
C: 2.981 -0.524 -0.680  -0.159
C: 2.459 -1.776 -0.337  -0.162
C: 2.735 -2.964 -1.214  -0.021
C: 1.711 -1.919 0.843  -0.189
C: 1.166 -3.263 1.224  -0.017
C: 1.546 -0.820 1.728  -0.302
C: 1.007 -1.092 3.120  -0.050
C: 2.079 0.456 1.374  -0.307
C: 2.153 1.595 2.364  -0.047
C: 2.749 0.599 0.136  -0.210
C: 3.333 1.934 -0.226  -0.041
H: 3.170 0.020 -2.746  0.114
H: 4.194 -1.326 -2.269  0.078
H: 4.630 0.303 -1.801  0.089
H: 2.141 -3.830 -0.946  0.076
H: 3.787 -3.249 -1.135  0.109
H: 2.524 -2.737 -2.256  0.087
H: 1.992 -3.925 1.500  0.119
H: 0.635 -3.731 0.397  0.084
H: 0.481 -3.217 2.062  0.077
H: -0.009 -1.489 3.112  0.076
H: 1.017 -0.210 3.749  0.064
H: 1.634 -1.847 3.597  0.110
H: 2.038 2.559 1.875  0.069
H: 3.138 1.582 2.840  0.115
H: 1.402 1.538 3.142  0.050
H: 4.213 2.143 0.390  0.115
H: 2.623 2.740 -0.046  0.032
H: 3.627 1.991 -1.268  0.079
O: -1.988 -3.455 0.189  0.200
C: -1.996 -2.292 -0.028  -0.461
O: -1.174 -1.422 0.668  -0.234
C: -2.865 -1.535 -1.010  -0.064
C: -3.396 -0.268 -0.329  -0.217
C: -4.543 0.350 -1.108  -0.065
C: -3.819 0.901 -2.359  -0.061
C: -2.364 0.565 -2.070  -0.226
O: -2.294 0.669 -0.602  -0.269
C: -2.066 -0.921 -2.230  -0.067
C: -0.573 -1.191 -2.111  -0.499
O: -0.046 -2.226 -2.386  0.176
O: 0.104 -0.145 -1.560  -0.217
H: -3.650 -2.212 -1.339  0.173
H: -3.533 -0.337 0.747  0.157
H: -5.307 -0.390 -1.339  0.132
H: -5.005 1.148 -0.531  0.129
H: -4.149 0.435 -3.286  0.132
H: -3.953 1.976 -2.455  0.129
H: -1.626 1.234 -2.498  0.149
H: -2.417 -1.343 -3.170  0.174
S: -3.301 6.687 2.196  0.625
C: -2.531 5.303 1.851  -1.483
S: -1.496 5.099 0.455  0.928
C: -1.073 3.434 0.748  -1.084
C: -1.613 2.865 1.841  -1.077
S: -1.331 1.203 2.280  0.687
S: -2.657 3.859 2.826  0.923
S: -0.002 2.604 -0.342  0.686

Cartesian forces (eV/Å) of the 3 atoms listed first:
Ta 0.87 0.47 -0.63
C 0.02 -0.03 -0.02
C 0.00 0.08 0.02



(4)
ORCA calculation (ωB97M-V/def2-TZVPD) on an isolated ion of composition C5H12NO and charge +1.

Calculated values
SMILES   C=[NH+]CCCCO
Net charge   +1
Calculated total energy   -327.34519 hartree
Spin multiplicity   1
HOMO level   -13.490 eV

Last column: Löwdin charge in e.
Positions of all 19 atoms, in Å:
C: 1.873 2.157 0.197  0.138
N: 0.589 2.224 0.250  0.045
C: -0.430 1.120 0.593  -0.116
C: 0.162 -0.325 0.821  -0.097
C: 0.259 -1.117 -0.655  -0.152
C: -1.114 -1.690 -0.908  -0.255
O: -1.385 -2.652 0.175  -0.094
H: 2.496 2.939 -0.210  0.109
H: 2.635 1.297 0.439  0.164
H: 0.121 3.270 0.382  0.264
H: -0.832 1.440 1.479  0.088
H: -1.199 1.014 -0.227  0.142
H: 1.262 -0.174 1.185  0.119
H: -0.585 -0.859 1.382  0.098
H: 0.869 -1.945 -0.601  0.071
H: 0.589 -0.513 -1.594  0.145
H: -1.811 -0.901 -0.640  0.092
H: -1.320 -2.201 -1.889  0.145
H: -2.180 -3.084 -0.178  0.093

Cartesian forces (eV/Å) of the 3 atoms listed first:
C 1.30 -1.51 -0.24
N -0.98 1.86 1.30
C 1.60 -2.02 -2.21



(5)
ORCA calculation (ωB97M-V/def2-TZVPD) on C22H23N4O4PdSeTe as an isolated structure.

Calculated values
Net charge   +1
Calculated total energy   -4169.23877 hartree
Spin multiplicity   5
HOMO level (alpha / beta)   -11.032 / -11.245 eV
Expectation value of S²   6.031

Last column: Löwdin charge in e.
Positions of all 56 atoms, in Å:
Pd: 1.030 -2.076 1.464  0.782
C: -0.183 -5.170 3.423  0.022
C: -1.089 -4.100 2.928  -0.308
N: -0.739 -3.057 2.204  0.060
C: -1.877 -2.317 1.973  -0.125
C: -2.939 -2.928 2.564  -0.058
N: -2.421 -4.047 3.156  0.198
C: -4.402 -2.679 2.706  -0.467
O: -4.893 -1.595 2.129  0.149
O: -5.063 -3.460 3.338  0.132
C: -1.791 -1.068 1.199  -0.602
O: -2.811 -0.399 0.954  -0.099
O: -0.623 -0.728 0.806  -0.237
H: 0.814 -5.004 3.024  0.052
H: -0.530 -6.152 3.102  0.095
H: -0.134 -5.163 4.512  0.098
H: -2.994 -4.694 3.681  0.183
H: -4.166 -1.088 1.679  0.071
Se: 2.273 -1.555 3.742  0.667
C: 2.684 -2.970 2.667  -0.922
N: 2.761 -3.819 1.863  0.088
C: -0.202 7.294 -2.815  -0.026
C: -0.477 5.894 -2.343  -0.220
C: -0.388 4.814 -3.225  0.008
C: -0.654 3.522 -2.819  -0.314
C: -0.530 2.377 -3.795  -0.087
C: -1.029 3.326 -1.468  -0.535
Te: -1.597 1.457 -0.898  1.677
C: -1.098 4.390 -0.543  -0.305
C: -1.454 4.203 0.912  -0.059
C: -0.822 5.660 -1.014  0.001
H: 0.076 7.319 -3.866  0.082
H: 0.605 7.745 -2.235  0.094
H: -1.084 7.923 -2.680  0.095
H: -0.103 4.994 -4.255  0.127
H: -0.260 2.741 -4.784  0.087
H: -1.470 1.828 -3.909  0.071
H: 0.242 1.668 -3.486  0.078
H: -1.621 3.163 1.200  0.029
H: -2.359 4.756 1.165  0.100
H: -0.651 4.577 1.548  0.098
H: -0.877 6.497 -0.325  0.137
N: 2.289 -0.465 0.242  0.065
C: 2.780 -1.542 -0.558  -0.359
C: 4.129 -1.853 -0.585  -0.043
C: 4.549 -3.022 -1.201  -0.063
C: 3.635 -3.884 -1.795  -0.076
C: 2.291 -3.554 -1.783  -0.074
C: 1.857 -2.384 -1.171  -0.095
H: 3.006 0.152 0.598  0.105
H: 1.518 0.044 -0.174  0.070
H: 4.846 -1.197 -0.105  0.118
H: 5.603 -3.265 -1.211  0.113
H: 3.969 -4.799 -2.264  0.110
H: 1.566 -4.207 -2.252  0.112
H: 0.808 -2.105 -1.221  0.100

Cartesian forces (eV/Å) of the 3 atoms listed first:
Pd -0.28 0.76 -0.10
C -0.06 0.06 -0.03
C -0.09 -0.14 0.06



(6)
ORCA calculation (ωB97M-V/def2-TZVPD) on an isolated molecule of C3H8N2O2.

Calculated values
SMILES   N[C@@]1(O)NCCO1
Calculated total energy   -379.09896 hartree
Spin multiplicity   1
HOMO level   -9.743 eV

Last column: Löwdin charge in e.
Positions of all 15 atoms, in Å:
N: 1.863 0.513 -0.982  0.137
C: 0.519 0.476 -0.531  -0.681
O: -0.154 1.586 -1.037  0.053
N: -0.122 -0.752 -0.909  0.048
C: -1.237 -0.867 0.017  -0.175
C: -0.677 -0.318 1.338  -0.180
O: 0.341 0.591 0.931  -0.084
H: 2.236 1.453 -0.938  0.093
H: 2.471 -0.135 -0.498  0.091
H: -0.454 2.019 -0.227  0.110
H: 0.537 -1.516 -0.784  0.122
H: -1.603 -1.893 0.080  0.119
H: -2.044 -0.228 -0.355  0.116
H: -0.229 -1.110 1.953  0.114
H: -1.447 0.183 1.939  0.118

Cartesian forces (eV/Å) of the 3 atoms listed first:
N 0.05 0.05 0.23
C 0.05 -0.13 0.15
O -0.11 0.11 0.08



(7)
ORCA calculation (ωB97M-V/def2-TZVPD) on C2H6FNiO2 as an isolated structure.

Calculated values
Net charge   +1
Calculated total energy   -1838.14532 hartree
Spin multiplicity   3
HOMO level (alpha / beta)   -16.550 / -16.614 eV
Expectation value of S²   2.005

Last column: Löwdin charge in e.
Positions of all 12 atoms, in Å:
F: -2.121 -0.091 2.716  -0.396
Ni: -1.146 0.550 1.452  1.023
O: 0.642 1.364 1.081  -0.022
H: 0.880 2.292 0.972  0.153
C: -0.375 -1.221 -1.094  0.004
O: -0.345 -0.114 -0.191  -0.250
C: 0.879 0.581 -0.085  -0.193
H: -0.403 -2.161 -0.527  0.120
H: -1.282 -1.114 -1.694  0.116
H: 0.508 -1.189 -1.743  0.115
H: 1.048 1.214 -0.965  0.166
H: 1.715 -0.111 0.078  0.165

Cartesian forces (eV/Å) of the 3 atoms listed first:
F 0.08 0.05 -0.06
Ni -0.65 -0.06 0.55
O 0.02 -0.21 -0.10



(8)
ORCA calculation (ωB97M-V/def2-TZVPD) on C31H44IrN3SSbSi3 as an isolated structure.

Calculated values
Net charge   +2
Calculated total energy   -2982.55259 hartree
Spin multiplicity   6
HOMO level (alpha / beta)   -12.773 / -13.870 eV
Expectation value of S²   8.804

Last column: Löwdin charge in e.
Positions of all 84 atoms, in Å:
Ir: 0.464 -0.410 1.592  1.247
S: -0.471 -2.991 5.202  1.129
C: -1.730 -1.829 5.142  -0.298
C: -1.576 -0.923 4.134  -0.158
C: -0.414 -1.134 3.359  -0.273
C: 0.306 -2.234 3.847  -0.462
C: 1.621 -2.610 3.406  -0.290
C: 2.358 -3.651 3.986  0.020
C: 3.667 -3.852 3.600  0.003
C: 4.229 -3.001 2.653  0.019
C: 3.428 -2.025 2.086  -0.078
N: 2.160 -1.847 2.429  0.022
H: -2.515 -1.870 5.873  0.097
H: -2.279 -0.125 3.974  0.110
H: 1.900 -4.264 4.748  0.111
H: 4.256 -4.636 4.050  0.131
H: 5.259 -3.098 2.354  0.128
H: 3.821 -1.355 1.335  0.111
C: -1.699 2.058 1.191  -0.285
Sb: -0.527 1.802 -0.617  1.557
C: 1.328 1.252 0.519  -0.590
C: 2.396 0.729 -0.295  -0.500
C: 2.435 -0.585 -0.809  -0.122
C: 3.577 -1.037 -1.439  -0.064
C: 4.667 -0.187 -1.588  -0.018
C: 4.535 1.106 -1.098  -0.102
N: 3.456 1.527 -0.483  0.076
Si: 1.996 2.778 1.566  0.523
C: 0.839 3.213 3.028  -0.181
C: 3.569 2.107 2.415  -0.157
C: 2.171 4.275 0.401  -0.167
C: -1.785 0.217 -1.680  -0.514
C: -1.689 -1.111 -1.075  -0.410
C: -2.576 -2.087 -1.570  -0.057
C: -2.506 -3.392 -1.149  -0.008
C: -1.520 -3.748 -0.233  -0.030
C: -0.695 -2.755 0.233  -0.156
N: -0.780 -1.466 -0.150  -0.015
Si: -1.014 0.179 -3.506  0.522
C: -1.618 -1.345 -4.470  -0.149
C: 0.886 0.007 -3.410  -0.166
C: -1.333 1.865 -4.328  -0.167
Si: -3.650 0.903 -1.644  0.543
C: -4.517 0.165 -0.107  -0.151
C: -4.619 0.344 -3.188  -0.158
C: -3.612 2.810 -1.700  -0.175
H: -1.494 3.033 1.620  0.008
H: -1.388 1.282 1.902  -0.036
H: -2.758 1.975 0.980  -0.012
H: 1.587 -1.240 -0.676  0.072
H: 3.614 -2.051 -1.811  0.121
H: 5.580 -0.504 -2.065  0.114
H: 5.326 1.837 -1.199  0.126
H: 0.305 2.355 3.427  0.008
H: 0.120 3.989 2.789  0.024
H: 1.448 3.606 3.836  0.036
H: 3.336 1.220 2.999  0.020
H: 3.951 2.862 3.093  0.038
H: 4.360 1.863 1.720  0.015
H: 1.235 4.506 -0.102  0.012
H: 2.932 4.112 -0.353  0.023
H: 2.460 5.147 0.977  0.035
H: -3.303 -1.800 -2.305  0.090
H: -3.187 -4.132 -1.538  0.128
H: -1.407 -4.764 0.103  0.116
H: 0.100 -3.002 0.930  0.087
H: -1.332 -2.266 -3.970  0.033
H: -1.152 -1.357 -5.449  0.045
H: -2.688 -1.370 -4.630  0.024
H: 1.190 -0.959 -3.022  0.024
H: 1.348 0.788 -2.808  0.011
H: 1.303 0.088 -4.409  0.050
H: -2.370 2.043 -4.582  0.023
H: -0.772 1.916 -5.256  0.043
H: -0.989 2.687 -3.702  0.021
H: -4.750 -0.884 -0.272  0.032
H: -5.464 0.669 0.065  0.045
H: -3.945 0.220 0.814  0.014
H: -5.001 -0.667 -3.096  0.035
H: -4.035 0.407 -4.099  0.013
H: -5.483 0.987 -3.315  0.046
H: -2.936 3.275 -0.986  -0.009
H: -4.604 3.205 -1.500  0.048
H: -3.337 3.158 -2.690  0.028

Cartesian forces (eV/Å) of the 3 atoms listed first:
Ir -0.20 0.67 0.31
S 0.22 -0.19 0.02
C 0.38 -0.26 -0.01